Record 1
Density functional theory data (ωB97M-V/def2-TZVPD) for a 2-piece molecular cluster, C3H7N2OS overall in a non-equilibrium geometry.

HOMO-LUMO gap = 0.3114 hartree
HOMO level = -13.543 eV
Energy relative to the best compared isomer or geometry (same formula, charge and spin) = 4.5883 eV
Lowest unoccupied orbital energy = -5.069 eV
Net charge = +1
Multiplicity = 1

Geometry as XYZ:
```
14
Properties=species:S:1:pos:R:3:forces:R:3:nbo_charge:R:1
C 2.829874 0.065543 -0.568040 0.1 -0.5 -0.9 -0.4825
C -1.963266 0.440381 0.185096 2.3 -2.5 -1.8 0.6704
C 1.715304 0.537027 -0.022538 -2.2 -3.1 0.6 0.1915
N -0.932850 -0.151744 0.014379 -2.3 2.1 1.2 -0.4836
N -3.151209 0.761786 -0.185604 -0.7 0.3 -0.5 -0.7733
O 1.318597 1.636682 0.644182 1.0 -0.5 -0.8 -0.6487
S 0.477253 -0.843121 0.371224 1.8 0.7 -0.5 0.6035
H 2.879514 -0.932472 -1.125262 -0.2 1.7 1.2 0.2658
H 3.708790 0.698363 -0.593112 0.1 -0.1 -0.1 0.2348
H -1.005828 -3.370708 0.470730 -0.3 -1.1 -1.3 0.0333
H -3.486108 1.625655 0.211882 -0.7 0.0 -0.1 0.4507
H -3.618351 0.327014 -1.020085 0.7 0.7 1.1 0.4663
H 2.136634 2.132049 0.611750 0.2 1.4 0.5 0.5015
H -0.908357 -2.926451 1.005398 0.1 0.9 1.3 -0.0298
```
Positions in Å, forces in eV/Å.

Record 2
Density functional theory data (ωB97M-V/def2-TZVPD) for one molecule with the formula C4H9NO.

HOMO-LUMO gap (alpha / beta) = 0.2780 / 0.2779 hartree
HOMO level (alpha / beta) = -7.848 / -7.847 eV
Energy relative to the best compared isomer or geometry (same formula, charge and spin) = 4.4367 eV
Lowest unoccupied orbital energy (alpha / beta) = -0.284 / -0.284 eV
Multiplicity = 1

Geometry as XYZ:
```
15
Properties=species:S:1:pos:R:3:forces:R:3:nbo_charge:R:1
C -1.442187 -0.914003 0.408537 -0.1 0.0 0.1 -0.4091
N -0.578545 -0.036261 -0.390251 0.2 0.6 0.3 -0.3024
C -0.711326 1.286189 -0.346504 -0.1 -0.7 -0.2 -0.1069
C 0.748029 -0.467559 -0.723967 -0.1 -0.1 -0.3 -0.2708
C 1.659664 0.225016 0.460832 -0.2 0.0 0.0 0.1048
O 2.904838 0.178452 0.319748 -0.3 -0.1 0.1 -0.6742
H -2.203999 -1.377535 -0.231790 0.2 0.1 0.1 0.2126
H -1.940078 -0.339110 1.196738 0.1 -0.1 -0.2 0.2124
H -0.840937 -1.701482 0.872375 -0.1 0.2 -0.1 0.2253
H -1.546764 1.716228 0.207998 0.3 -0.2 -0.1 0.2057
H 1.089487 1.289905 0.327478 -0.1 0.0 0.0 0.0860
H -0.256093 1.881362 -1.135202 0.1 -0.2 0.3 0.2167
H 1.086366 -0.053006 -1.678552 0.0 0.0 0.2 0.2085
H 0.838893 -1.558554 -0.723440 0.0 0.3 0.0 0.2121
H 1.192657 -0.129647 1.435993 0.2 0.1 -0.2 0.0793
```
Positions in Å, forces in eV/Å.

Record 3
Density functional theory data (ωB97M-V/def2-TZVPD) for one molecule with the formula C3H6N2O in a non-equilibrium geometry.

HOMO-LUMO gap = 0.3591 hartree
HOMO level = -8.948 eV
Energy relative to the best compared isomer or geometry (same formula, charge and spin) = 1.7898 eV
Lowest unoccupied orbital energy = 0.824 eV
SMILES = [H]/N=C(N)\C=C/O
Multiplicity = 1

Geometry as XYZ:
```
12
Properties=species:S:1:pos:R:3:forces:R:3:nbo_charge:R:1
H 1.831602 -0.308109 -1.872379 -0.1 -0.2 0.1 0.3481
N 0.895742 0.080904 -1.939421 0.1 0.5 0.0 -0.6864
C 0.249254 0.022612 -0.854446 -0.2 -0.7 0.0 0.4177
N -1.039739 0.607572 -0.776140 -0.8 -1.7 1.0 -0.8595
C 0.525970 -0.708737 0.392624 1.5 0.8 0.7 -0.5027
C 0.240259 -0.167203 1.612468 -0.8 -1.0 -1.2 0.2511
O -0.605348 0.829582 1.795612 -1.2 1.1 -1.9 -0.6914
H -1.365153 0.891364 -1.692783 -0.2 0.0 0.1 0.4116
H -1.570115 -0.208417 -0.328106 0.0 1.7 -1.4 0.3962
H 1.290448 -1.469678 0.340542 0.0 -0.2 0.1 0.2248
H 0.565941 -0.661138 2.523913 0.2 0.3 0.0 0.1858
H -1.018862 1.091247 0.798114 1.5 -0.5 2.5 0.5047
```
Positions in Å, forces in eV/Å.

Record 4
Density functional theory data (ωB97M-V/def2-TZVPD) for C8H36B2Cl6CrMg2O8STi as an isolated structure in a non-equilibrium geometry.

HOMO-LUMO gap (alpha / beta) = 0.2276 / 0.3039 hartree
HOMO level (alpha / beta) = -4.946 / -6.803 eV
Lowest unoccupied orbital energy (alpha / beta) = 1.246 / 1.467 eV
Net charge = -1
Multiplicity = 8

Geometry as XYZ:
```
65
Properties=species:S:1:pos:R:3:forces:R:3:nbo_charge:R:1
Cr -3.479195 -0.950407 -0.801258 0.5 -1.5 -1.0 1.3628
Mg 0.713727 -0.269508 -2.235498 0.0 1.5 -0.6 1.6948
Mg -0.139010 -2.183440 1.172607 1.4 -0.3 1.4 1.7168
Ti 0.999074 -4.933421 -2.389443 -0.3 1.4 0.9 0.8879
Cl 2.014211 1.586644 -2.713440 -0.3 -0.1 -0.1 -0.8674
Cl -1.672637 -0.146222 -2.337580 -0.7 0.3 -0.2 -0.7848
Cl 1.433620 -2.030363 -3.358914 0.4 -1.9 -0.6 -0.8623
Cl -3.846096 -3.569354 -1.694783 0.1 1.9 0.4 -0.7572
Cl 0.497010 -2.105680 3.371530 0.0 -0.1 0.0 -0.8653
Cl 0.472947 -4.087058 0.143951 0.5 -1.8 -1.4 -0.8280
B 0.857599 -0.784901 -0.032351 0.8 1.0 -0.5 -0.9116
H 1.660861 -1.338000 0.429265 2.7 -2.2 1.5 0.0280
H 0.105496 -0.467287 0.673140 -2.2 2.1 2.2 -0.0105
H 1.319230 0.018378 -0.585404 1.8 3.5 -0.5 -0.0038
H 0.358231 -1.331171 -0.817501 -1.9 -3.1 -1.9 -0.0574
B -2.177143 -1.766291 0.797691 -0.1 0.4 0.3 -0.8777
H -1.781059 -2.458089 1.524855 -0.4 -2.6 2.9 -0.0014
H -3.253408 -1.840184 0.776929 -4.4 -0.7 0.2 0.0063
H -1.890763 -0.761844 1.068468 0.9 3.5 1.1 0.0349
H -1.680376 -2.019444 -0.126099 1.3 -0.9 -3.6 0.0263
O -2.455229 1.544633 2.206934 -2.4 1.1 -2.7 -0.8276
S -3.267318 1.983929 1.055554 1.7 1.1 0.5 2.3099
O -3.657269 1.033527 0.013065 -0.3 0.1 0.8 -0.9883
O -4.690235 2.726883 1.472049 1.2 -1.8 -0.5 -0.6775
C -4.579176 3.632923 2.542437 -0.9 2.0 2.3 -0.0937
C -5.986664 4.142253 3.007032 -0.6 -1.0 -1.0 -0.6393
C -2.531158 3.455802 0.142725 0.2 -0.4 1.1 -0.8402
H -4.044842 4.540137 2.260386 0.3 -0.1 -0.4 0.1810
H -4.029590 3.241778 3.398632 0.0 -0.5 -0.2 0.2097
H -6.380856 4.846959 2.274835 0.2 0.3 0.2 0.2091
H -6.127257 4.523047 4.018629 1.0 0.3 -0.1 0.2284
H -6.752415 3.366591 2.998403 0.3 -0.6 -0.2 0.2223
H -1.921164 4.015092 0.852098 -0.3 -0.1 0.5 0.2638
H -3.369327 4.081889 -0.163199 0.1 -0.3 -0.2 0.2448
H -1.823966 3.228298 -0.654908 -0.5 -0.7 -0.1 0.2813
C 4.166043 -2.840083 0.918196 0.4 0.0 0.3 -0.2614
O 5.059451 -3.796193 1.501429 -0.4 -0.6 -0.3 -0.7346
H 3.100795 -3.070990 0.912523 0.0 -0.5 0.5 0.1858
H 4.340253 -1.960902 1.538508 -0.4 0.7 -0.8 0.1692
H 4.419418 -2.775217 -0.139964 0.4 0.5 0.2 0.1765
H 4.793588 -3.883138 2.419775 0.0 -0.1 0.1 0.4621
C 5.306586 -2.887322 -3.843404 -0.4 2.0 0.7 -0.2523
O 4.701060 -1.620508 -4.275517 1.1 -1.3 -0.5 -0.7529
H 6.137324 -3.140902 -4.501959 -0.4 0.0 -0.4 0.1750
H 5.773869 -2.665431 -2.883976 0.1 -0.2 0.3 0.1667
H 4.615143 -3.713134 -3.675933 -0.2 0.1 -0.4 0.1631
H 3.792022 -1.503044 -3.990124 -0.2 -0.4 0.3 0.4949
C -1.612470 -2.422416 -5.781391 0.4 0.0 1.0 -0.2496
O -2.372163 -1.311269 -5.329070 -0.3 -0.1 -0.7 -0.7412
H -2.156507 -3.366388 -5.749019 -0.4 0.0 -0.1 0.1548
H -1.200505 -2.281220 -6.780606 -0.1 0.3 0.0 0.1640
H -0.799261 -2.517052 -5.061774 0.4 -0.3 -0.4 0.1729
H -2.117804 -1.168822 -4.414410 -0.1 0.2 0.1 0.4857
C -0.247537 3.467638 3.599936 0.4 -1.2 -0.7 -0.2477
O -1.421627 4.216723 3.492437 -0.9 1.3 -0.2 -0.7483
H 0.725909 3.943838 3.717124 -0.3 0.9 0.5 0.1651
H -0.324727 2.672376 4.341360 0.0 -0.1 -0.1 0.1782
H -0.180543 3.058509 2.591859 0.2 -0.7 0.2 0.1898
H -1.831698 4.513365 4.308184 0.6 -0.2 0.3 0.4675
C 5.058203 1.223116 1.527424 -0.4 -1.4 -0.4 -0.2480
O 3.678836 0.866603 1.652221 0.0 1.2 1.2 -0.7426
H 5.438546 1.980425 2.212938 -1.1 0.6 0.0 0.1726
H 5.642838 0.369797 1.871130 0.4 -0.3 -0.6 0.1572
H 5.232284 1.501241 0.487981 0.6 0.0 0.1 0.1769
H 3.386818 0.184300 1.043285 0.5 0.0 -0.3 0.4868
```
Positions in Å, forces in eV/Å.